1.
{
  "formula": "C7H9BF2N5NiO2S2",
  "method": "ωB97M-V with the def2-TZVPD basis set",
  "homo_lumo_gap_ev": 6.7,
  "charge": -1,
  "e_above_lowest_ev": 0.000,
  "elements": ["Ni", "N", "N", "C", "N", "N", "N", "O", "O", "H", "H", "H", "H", "H", "S", "C", "C", "C", "C", "C", "C", "S", "H", "H", "H", "H", "F", "B", "F"],
  "xyz": [[-0.55222, -0.66073, 0.52886], [1.18804, 0.02364, -0.14211], [1.69385, 1.20402, 0.48397], [1.30097, 2.38739, -0.07837], [0.89199, 3.32262, 0.77764], [1.41073, 2.41745, -1.39764], [1.01230, 3.54396, -2.05689], [0.86188, 4.62056, -1.46683], [0.87373, 3.42647, -3.25489], [1.90596, -0.68944, -0.06128], [1.13504, 0.23408, -1.13844], [1.51035, 1.15930, 1.48163], [0.42431, 2.99213, 1.61609], [0.66385, 4.22005, 0.37987], [-2.37734, -1.58577, 1.14934], [-2.77546, -0.80419, 2.67251], [-3.91084, -1.20759, 3.38166], [-4.26157, -0.60759, 4.57852], [-3.47562, 0.41839, 5.09541], [-2.34772, 0.82816, 4.40463], [-1.98567, 0.22789, 3.19796], [-0.56807, 0.73716, 2.30799], [-4.51836, -2.00644, 2.97197], [-5.14703, -0.93808, 5.10884], [-3.74135, 0.89528, 6.03143], [-1.72607, 1.62502, 4.79632], [-1.49951, -2.67561, -1.48347], [-0.53365, -1.92130, -0.94025], [0.64848, -2.12964, -1.61417]],
  "forces_ev_per_angstrom": [[0.0046, -0.0408, 0.0954], [0.0273, -0.0808, -0.1801], [0.1500, -0.0044, 0.2179], [-0.0345, 0.1010, -0.1616], [0.0928, 0.1305, 0.0347], [-0.0313, -0.0022, 0.0630], [0.0517, 0.0005, -0.0348], [-0.0115, 0.0120, -0.0113], [-0.0294, 0.0092, -0.0085], [-0.0370, -0.0424, -0.0153], [-0.0343, 0.0518, 0.0289], [-0.0978, -0.0505, 0.0144], [-0.0277, -0.0567, 0.0010], [-0.0204, 0.0044, -0.0109], [0.0022, -0.0145, -0.0292], [0.0310, 0.0302, -0.0009], [-0.0098, -0.0020, 0.0086], [-0.0010, -0.0072, -0.0102], [0.0001, 0.0068, 0.0078], [0.0089, 0.0042, -0.0023], [-0.0448, -0.0193, 0.0224], [-0.0035, -0.0027, -0.0394], [0.0021, 0.0004, -0.0011], [0.0012, -0.0001, -0.0008], [0.0033, -0.0006, -0.0009], [-0.0016, -0.0004, 0.0004], [-0.0002, 0.0159, 0.0261], [0.0197, -0.0327, -0.0119], [-0.0102, -0.0098, -0.0013]]
}

2.
{
  "formula": "C39H93N3O9",
  "method": "ωB97M-V with the def2-TZVPD basis set",
  "homo_lumo_gap_ev": [1.7, 7.8],
  "multiplicity": 2,
  "charge": -1,
  "elements": ["C", "C", "C", "C", "C", "C", "N", "O", "C", "C", "C", "H", "H", "H", "H", "H", "H", "H", "H", "H", "H", "H", "H", "H", "H", "H", "H", "H", "H", "H", "C", "C", "C", "C", "C", "C", "N", "O", "C", "C", "C", "H", "H", "H", "H", "H", "H", "H", "H", "H", "H", "H", "H", "H", "H", "H", "H", "H", "H", "H", "C", "C", "C", "C", "C", "C", "N", "O", "C", "C", "C", "H", "H", "H", "H", "H", "H", "H", "H", "H", "H", "H", "H", "H", "H", "H", "H", "H", "H", "H", "C", "C", "O", "H", "H", "H", "H", "H", "H", "C", "C", "O", "H", "H", "H", "H", "H", "H", "C", "C", "O", "H", "H", "H", "H", "H", "H", "C", "C", "O", "H", "H", "H", "H", "H", "H", "C", "C", "O", "H", "H", "H", "H", "H", "H", "C", "C", "O", "H", "H", "H", "H", "H", "H"],
  "xyz": [[-5.25168, 3.71557, -0.16733], [-3.97552, 2.84886, -0.35918], [-4.14963, 2.03167, -1.65670], [-4.02067, 2.72346, -3.04213], [-2.75135, 3.49894, -3.04936], [-2.49441, 4.43233, -1.80746], [-2.70105, 3.63041, -0.54779], [-2.25884, 4.24533, 0.59660], [-0.92945, 4.73329, -1.98980], [-3.36816, 5.69419, -1.84667], [-3.85827, 1.78130, 0.77969], [-6.08961, 3.12047, 0.19574], [-5.47881, 4.18003, -1.12691], [-5.16149, 4.58951, 0.47781], [-3.32806, 1.31732, -1.70985], [-5.08557, 1.47879, -1.57643], [-4.78579, 3.44582, -3.32655], [-3.86767, 2.02230, -3.86254], [-2.74502, 4.03505, -3.99839], [-1.91140, 2.82185, -3.20475], [-0.52620, 5.14536, -1.06477], [-0.39397, 3.78976, -2.09520], [-0.64247, 5.42471, -2.78207], [-4.22631, 5.77268, -2.51413], [-3.72911, 5.93326, -0.84634], [-2.86633, 6.63972, -2.05223], [-4.78440, 1.20729, 0.80959], [-3.60487, 2.16285, 1.76878], [-3.06655, 1.08085, 0.51391], [-1.71841, 3.61297, 1.07583], [6.09056, -1.12435, -1.77357], [5.36862, -1.87498, -0.60520], [6.30114, -2.89063, 0.11002], [7.15448, -2.36843, 1.20943], [6.37874, -1.43374, 2.22845], [5.61502, -0.29885, 1.48133], [4.79071, -0.88380, 0.37267], [3.85552, -0.00889, -0.18602], [4.73146, 0.42861, 2.58021], [6.56720, 0.72012, 0.87442], [4.19873, -2.76086, -1.16514], [6.66585, -1.88521, -2.30104], [6.79875, -0.34545, -1.49091], [5.40401, -0.63186, -2.46220], [5.72136, -3.70583, 0.54292], [6.92517, -3.46838, -0.57180], [8.06052, -1.88401, 0.84537], [7.49485, -3.22640, 1.78920], [7.22693, -0.97687, 2.73830], [5.81232, -2.06876, 2.90965], [3.94912, -0.21012, 2.99019], [5.29931, 0.76443, 3.44789], [4.17192, 1.24125, 2.11693], [6.04253, 1.31435, 0.12628], [6.82059, 1.31325, 1.75310], [7.52299, 0.33232, 0.52203], [3.48822, -2.97145, -0.36581], [4.54125, -3.63456, -1.71960], [3.59462, -2.23256, -1.90274], [3.02526, -0.35201, 0.15241], [-3.12208, -2.30005, -2.11373], [-4.36484, -2.90758, -1.50760], [-4.38486, -4.49911, -1.78160], [-3.45117, -5.23020, -0.83117], [-3.95471, -4.95487, 0.58179], [-3.92627, -3.43482, 1.07731], [-4.50332, -2.67908, -0.00803], [-4.49262, -1.29598, 0.31091], [-4.73018, -3.40992, 2.36707], [-2.42831, -2.97203, 1.31872], [-5.61885, -2.42093, -2.19606], [-2.21070, -2.42026, -1.52804], [-3.20834, -1.21734, -2.02214], [-2.85924, -2.64452, -3.11391], [-5.36637, -4.95486, -1.91211], [-3.95023, -4.57868, -2.77802], [-2.41609, -4.89137, -0.87470], [-3.54165, -6.30631, -0.97915], [-3.40940, -5.51145, 1.34399], [-4.97889, -5.32423, 0.52956], [-5.78807, -3.25684, 2.15369], [-4.50940, -4.13843, 3.14722], [-4.54277, -2.40873, 2.75512], [-1.97646, -3.49167, 2.16366], [-1.69247, -3.09328, 0.52377], [-2.46969, -1.91779, 1.59250], [-5.73926, -1.33772, -2.21215], [-6.48172, -2.81444, -1.65874], [-5.63666, -2.78897, -3.22189], [-5.41549, -1.04011, 0.37759], [0.81421, -5.55839, 1.68352], [1.79290, -4.27287, 1.69366], [1.27807, -3.21666, 2.56512], [1.21106, -6.41825, 1.14386], [-0.15871, -5.28162, 1.27742], [0.66923, -6.03775, 2.65166], [1.88219, -3.81887, 0.70674], [2.83817, -4.49870, 1.90467], [1.65302, -3.28410, 3.44629], [0.98679, 4.86561, 1.64733], [0.87493, 3.89043, 2.83952], [-0.34620, 3.20904, 2.71024], [1.81149, 5.56964, 1.75831], [0.11191, 5.48989, 1.46575], [1.14941, 4.30780, 0.72510], [0.86544, 4.37433, 3.81617], [1.66070, 3.15188, 2.99826], [-0.25593, 2.39689, 3.21409], [-0.88811, -0.20896, -3.81588], [0.58017, 0.26531, -4.02914], [0.73679, 1.39479, -3.14999], [-1.12674, -0.83144, -4.67824], [-1.69290, 0.49812, -3.61476], [-0.77724, -0.86028, -2.94894], [0.79909, 0.63935, -5.02927], [1.30260, -0.50431, -3.75730], [1.57375, 1.82566, -3.33825], [-1.72724, 0.44476, 3.90376], [-0.49935, -0.36934, 4.13262], [0.55189, 0.40888, 3.64378], [-2.61401, -0.07856, 4.26133], [-1.81442, 0.58412, 2.82622], [-1.68167, 1.39670, 4.43276], [-0.54374, -1.35439, 3.66807], [-0.42405, -0.48325, 5.21403], [0.70813, 0.03887, 2.77184], [0.42180, 1.02244, -0.09298], [0.46738, -0.47752, 0.30153], [1.51905, -0.73146, 1.23934], [0.20375, 1.54512, 0.83834], [-0.41337, 1.29404, -0.73861], [1.34408, 1.18592, -0.65045], [0.69912, -0.99236, -0.63085], [-0.49516, -0.88341, 0.61278], [1.44402, -1.63927, 1.54242], [4.50550, 3.98019, -0.70623], [3.21711, 3.22477, -1.00759], [3.59218, 2.19054, -1.88369], [5.25053, 3.44843, -0.11440], [4.27119, 4.91836, -0.20319], [4.96445, 4.39837, -1.60210], [2.43402, 3.79082, -1.51201], [2.65849, 2.78295, -0.18246], [3.93732, 1.51716, -1.29289]],
  "forces_ev_per_angstrom": [[0.4426, 0.4539, -0.2975], [0.1577, 0.6261, -0.3114], [-0.0102, -0.2485, -0.9982], [-0.1052, 0.4396, 1.0037], [0.7279, 0.5154, 0.2154], [1.1836, -0.6444, -1.0064], [-0.2250, -2.0691, -1.8759], [-0.4942, 1.5126, 0.6640], [-0.7820, -0.1198, 1.6617], [-0.0128, 1.3947, 0.7475], [0.6439, 0.5858, -0.7623], [-0.0342, -0.0606, -0.1827], [-0.3977, -0.2690, -0.1509], [0.4301, -0.2862, 0.4724], [-0.0169, -0.3438, 0.4038], [-0.0700, -0.1500, -0.0168], [-0.6619, -0.3696, 0.2515], [-0.7137, -0.4441, 0.1423], [0.1369, 0.8236, 0.1702], [0.1825, -0.1524, 0.6377], [-0.1368, 0.2851, 0.1237], [-0.1415, -0.0789, -0.2769], [-0.5315, -0.1204, -0.2321], [-0.1003, -0.8353, -0.1244], [-0.2271, -0.3819, 0.1462], [0.7997, -0.1927, -0.3878], [-0.0228, 0.1400, 0.1447], [-0.2889, 0.3203, -0.0560], [0.0598, -0.0808, -0.0380], [0.4637, -0.2837, 0.1038], [0.0715, -0.6570, 0.1468], [-0.4918, 0.6731, -0.2826], [-0.5634, -0.2252, 0.0517], [-0.1861, 0.6622, 1.3695], [1.4614, -0.3375, -2.2034], [-0.8214, -0.6413, 0.1680], [0.3279, -2.3526, 1.6978], [0.9849, 0.3243, -0.5707], [-0.5128, -0.7094, -1.2362], [0.3657, 0.3734, 1.4129], [-0.0555, 1.3618, -0.3650], [-0.0289, 0.0617, -0.4134], [-0.0140, -0.2004, 0.4564], [-0.2487, -0.2329, 0.0404], [-0.6635, 0.2510, 0.1266], [0.0281, 0.4296, -0.6578], [-0.0381, 0.2697, -0.0914], [0.2201, -0.0608, 0.0644], [-0.3627, 0.3073, 0.6525], [-0.4067, 0.4025, -0.1246], [0.0921, -0.4423, -0.1826], [0.3646, 0.1405, -0.3374], [0.2457, 0.3503, 0.0758], [0.2337, 0.0685, 0.0443], [0.2904, 0.7506, -0.3027], [-0.2572, -0.2277, -0.3608], [0.4023, -0.4799, 0.1202], [0.2133, -0.2301, 0.4879], [0.0683, 0.4434, -0.0943], [-0.6732, 0.0077, 0.4596], [0.8842, 0.8690, 0.7858], [-0.2642, -2.4089, 1.2387], [1.7011, 1.4243, -0.4463], [-0.6113, 0.3628, 1.0718], [0.0896, 0.7882, 0.2750], [2.2216, -2.7109, -1.8763], [-1.8001, 0.1821, -0.8659], [0.5041, 0.1505, -0.3289], [-0.2562, 2.4752, -0.2379], [-0.7676, -0.2645, 0.8579], [-0.4624, 0.4645, 0.2016], [-0.0524, -0.7191, 0.2727], [-0.2578, 0.2254, -0.6937], [-0.4677, 0.2436, -0.1319], [-0.2135, 0.2350, 0.7433], [-0.0148, 0.0239, -0.2829], [0.0719, -0.1542, -0.5724], [0.4221, -0.0624, -0.2159], [0.0207, -0.1865, -0.0513], [-0.3262, 0.2025, 0.6713], [-0.2574, -0.9950, -0.1545], [0.0511, -0.1344, -0.4577], [0.3895, 0.0648, 0.7132], [-0.1437, -0.0905, 0.2223], [-0.4762, -0.1088, -0.4345], [0.0816, 0.1141, -0.0510], [0.2645, 0.1481, -0.0506], [-0.0678, -0.1521, -0.0942], [-0.0147, 0.0725, -0.0739], [-0.2033, -0.0835, 0.0188], [1.1652, 1.0512, 0.1856], [-1.2712, -0.7738, 0.4619], [-0.0928, -0.5078, -1.6666], [0.3095, 0.3166, -0.7409], [0.0448, -0.0092, -0.0031], [-0.0210, 0.7514, 0.4356], [-0.6046, -0.1441, -0.1840], [-0.0968, -0.3385, 0.6369], [0.4717, -0.2976, 0.6835], [0.6610, -0.3588, 0.2871], [-0.2163, 0.7390, 0.1752], [-0.8056, -0.2880, -0.3617], [0.2369, -0.1437, 0.1246], [-0.3283, -0.2999, 0.4694], [0.0337, -0.0985, 0.0056], [-0.0155, 0.7958, 0.0016], [0.5146, 0.0478, -0.9039], [-0.0857, -0.5438, 0.0511], [1.7255, -1.1213, -0.1995], [-1.1077, 1.8465, 0.6093], [-0.1027, -0.1688, -0.1017], [-0.3802, -0.1302, 0.0822], [0.5382, 0.4259, -0.2404], [-0.5923, -0.1209, 0.0808], [-0.2017, -0.3885, -0.3474], [-0.1431, -0.2772, -0.1045], [0.3662, -0.0464, 0.2184], [-1.1628, -0.5099, -0.3054], [-0.7348, 0.3834, 1.1236], [0.8489, 0.1596, 0.0184], [-0.2353, -0.0276, -0.0533], [-0.3224, 0.3551, -0.0546], [0.1097, 0.0615, -0.1329], [0.0416, -0.0722, -0.0298], [0.5449, -0.3266, 0.0767], [0.9350, 0.1316, -0.5542], [-0.4446, -1.3934, 0.9985], [-0.1880, 0.3699, -1.5538], [-0.4666, 1.1761, -0.5049], [0.8257, 0.6681, -0.0460], [-0.0207, -0.4604, -0.2342], [-0.0487, 0.7290, 0.4409], [0.0671, -0.4478, -0.1606], [-0.0676, 0.1640, 0.4807], [0.0661, -0.9393, 0.5831], [-0.8113, 1.6697, 0.5080], [0.3995, -0.1522, -0.4854], [-0.3992, -0.5004, -0.7417], [-0.2295, -0.2171, -0.1056], [-0.0767, 0.0222, 0.7037], [0.0209, -0.7076, -0.3990], [0.3258, 0.6048, -0.1988], [0.5333, 0.1954, 0.6790], [0.1421, -0.8750, -0.0823]]
}

3.
{
  "formula": "C5H8O",
  "method": "ωB97M-V with the def2-TZVPD basis set",
  "homo_lumo_gap_ev": 10.7,
  "charge": 0,
  "e_above_lowest_ev": 1.363,
  "elements": ["C", "C", "C", "C", "C", "O", "H", "H", "H", "H", "H", "H", "H", "H"],
  "xyz": [[1.12950, -0.98624, -0.57290], [-0.27835, -0.45483, -0.75141], [-1.21824, -0.50576, 0.42430], [-0.66943, 0.81536, -0.03495], [0.31261, 1.58342, 0.81855], [0.00613, 2.17821, 1.82644], [1.52147, -0.72207, 0.41192], [1.19721, -2.07676, -0.63011], [1.82612, -0.59077, -1.32061], [-0.69175, -0.64747, -1.74231], [-0.81332, -0.94030, 1.33405], [-2.28328, -0.69328, 0.30367], [-1.40490, 1.44330, -0.53253], [1.36624, 1.59719, 0.46588]],
  "forces_ev_per_angstrom": [[0.1815, -0.0753, 0.1016], [0.1249, -0.2259, -0.1015], [0.0368, -0.3503, 0.2460], [-0.0379, 0.1172, -0.1023], [-0.2485, 0.0847, 0.2227], [0.1032, -0.3154, -0.5892], [0.0177, 0.0415, 0.0051], [-0.2687, 0.0792, -0.0860], [-0.1681, 0.0660, 0.0927], [-0.0446, 0.2615, 0.2630], [-0.0113, 0.1515, -0.0403], [0.2785, 0.0599, -0.1719], [0.1763, 0.0952, 0.1165], [-0.1399, 0.0100, 0.0437]]
}

4.
{
  "formula": "C4H12",
  "method": "ωB97M-V with the def2-TZVPD basis set",
  "homo_lumo_gap_ev": 12.8,
  "charge": 0,
  "e_above_lowest_ev": 0.396,
  "elements": ["C", "C", "H", "H", "H", "H", "H", "H", "C", "C", "H", "H", "H", "H", "H", "H"],
  "xyz": [[0.41713, -0.85186, -2.50407], [1.44779, -1.40221, -1.49760], [0.94534, -0.48839, -3.38359], [-0.31763, -1.60114, -2.77055], [-0.04290, 0.04057, -2.08349], [1.29111, -2.47346, -1.37160], [1.46002, -0.92658, -0.51854], [2.46598, -1.26247, -1.86700], [-1.62145, 1.47242, 1.79187], [-0.30007, 0.78654, 2.23682], [-1.46406, 1.76197, 0.75429], [-2.47547, 0.80691, 1.78139], [-1.90119, 2.28170, 2.45888], [0.43917, 0.72565, 1.43617], [0.19909, 1.36504, 3.01048], [-0.54287, -0.23469, 2.52653]],
  "forces_ev_per_angstrom": [[0.8194, 0.6517, 0.5958], [0.3065, -0.2742, -0.3230], [-0.1858, -0.2481, -0.2697], [-0.1957, 0.1100, -0.1020], [-0.4429, -0.1222, -0.0441], [0.1598, 0.0201, 0.2142], [-0.4266, 0.0031, 0.0339], [-0.0392, -0.1360, -0.0926], [0.7804, -0.3792, -0.3083], [-0.5578, 0.0445, -0.2281], [-0.4046, 0.6631, 0.1035], [-0.0246, -0.3993, 0.0777], [0.1339, 0.3635, -0.2862], [-0.2372, -0.0240, -0.1805], [-0.1303, -0.3164, 0.3662], [0.4448, 0.0433, 0.4434]]
}